Entry a
DFT (ωB97M-V/def2-TZVPD) results for a 4-piece molecular cluster, C5H14O3 overall.

Properties
**Lowest unoccupied orbital energy**: 0.6 eV
**HOMO-LUMO gap**: 10.215 eV
**E_HOMO**: -9.6 eV
**SMILES**: C=CCC=C.O.O.O

The geometry in ORCA input format:
```
! wB97M-V def2-TZVPD RIJCOSX def2/J DEFGRID3
* xyz 0 1
C 1.427 -2.924 -1.273
C 1.126 -1.843 -0.584
C 2.175 -0.854 -0.127
C 1.687 0.571 0.117
C 0.444 0.955 0.331
H 0.873 -3.827 -1.579
H 2.384 -3.281 -1.698
H 0.126 -1.489 -0.363
H 2.751 -1.267 0.692
H 2.839 -0.733 -1.003
H 2.534 1.228 -0.033
H 0.291 2.021 0.553
H -0.316 0.318 0.747
O 3.062 4.864 0.436
H 2.543 5.488 -0.080
H 2.577 4.024 0.470
O -3.790 -3.124 2.327
H -3.351 -3.690 2.976
H -4.718 -3.309 2.515
O -4.370 1.616 -1.695
H -3.647 1.050 -1.947
H -4.862 1.256 -0.943
*
```

=====

Entry b
DFT (ωB97M-V/def2-TZVPD) results for a 4-piece molecular cluster, C5H14O3 overall.

Properties
**Lowest unoccupied orbital energy**: -4.7 eV
**HOMO-LUMO gap**: 4.438 eV
**E_HOMO**: -9.1 eV

The geometry in ORCA input format:
```
! wB97M-V def2-TZVPD RIJCOSX def2/J DEFGRID3
* xyz 0 1
O -2.595 -0.804 -0.897
C -0.834 0.817 -1.922
C -0.221 1.168 -0.725
C -0.838 0.833 0.488
C -0.645 -0.609 1.034
C 0.452 -0.602 2.073
H -0.273 0.983 -2.839
H -1.925 0.601 -1.995
H 0.709 1.739 -0.847
H -1.927 1.021 0.353
H -0.536 1.496 1.271
H -0.347 -1.231 0.209
H -1.602 -0.938 1.446
H 0.528 -1.583 2.563
H 0.521 0.235 2.758
H 1.366 -0.510 1.450
H -3.128 -1.536 -1.286
H 1.876 -0.301 -0.633
O 2.311 0.699 0.351
H 3.064 1.098 -0.115
H 2.426 -1.559 -1.402
O 1.616 -1.016 -1.333
*
```

=====

Least stable: entry b

=====

Entry a
DFT (ωB97M-V/def2-TZVPD) results for a 2-piece molecular cluster, C3H10S overall.

Properties
**Lowest unoccupied orbital energy**: 0.9 eV
**HOMO-LUMO gap**: 9.951 eV
**E_HOMO**: -9.1 eV
**SMILES**: CC.CS

The geometry in ORCA input format:
```
! wB97M-V def2-TZVPD RIJCOSX def2/J DEFGRID3
* xyz 0 1
C 0.029 1.698 -0.372
C 1.432 2.109 0.074
H -0.653 1.535 0.457
H -0.457 2.405 -1.052
H 0.019 0.712 -0.847
H 1.806 2.947 -0.499
H 2.129 1.283 -0.041
H 1.458 2.338 1.138
C -1.369 -2.403 -0.100
S -0.097 -3.430 0.689
H -1.590 -1.487 0.446
H -2.276 -2.993 -0.090
H -1.061 -2.211 -1.123
H 0.632 -2.503 1.319
*
```

=====

Entry b
DFT (ωB97M-V/def2-TZVPD) results for a 2-piece molecular cluster, C3H10S overall.

Properties
**Lowest unoccupied orbital energy**: 0.9 eV
**HOMO-LUMO gap**: 9.401 eV
**E_HOMO**: -8.5 eV
**SMILES**: CSC.C

The geometry in ORCA input format:
```
! wB97M-V def2-TZVPD RIJCOSX def2/J DEFGRID3
* xyz 0 1
C 2.223 -1.207 0.698
S 0.434 -1.334 0.833
C 0.052 0.324 1.432
H 2.632 -2.211 0.547
H 2.738 -0.795 1.557
H 2.454 -0.703 -0.237
H -0.887 0.681 1.016
H 0.017 0.364 2.518
H 0.821 1.027 1.110
C -2.879 2.831 -3.302
H -1.795 2.847 -3.269
H -3.308 2.113 -2.610
H -3.197 2.626 -4.322
H -3.259 3.787 -3.031
*
```

=====

Least stable: entry a

=====

Entry a
DFT (ωB97M-V/def2-TZVPD) results for a 5-piece molecular cluster, C3H14O5 overall.

Properties
**Lowest unoccupied orbital energy**: 0.5 eV
**HOMO-LUMO gap**: 10.759 eV
**E_HOMO**: -10.2 eV
**SMILES**: CCC=O.O.O.O.O

The geometry in ORCA input format:
```
! wB97M-V def2-TZVPD RIJCOSX def2/J DEFGRID3
* xyz 0 1
C -1.612 0.976 3.348
C -1.075 0.772 1.951
C 0.386 0.779 1.982
O 1.097 -0.203 1.769
H -1.160 1.737 3.905
H -1.540 0.018 3.916
H -2.774 1.122 3.312
H -1.364 -0.239 1.411
H -1.373 1.753 1.468
H 0.693 1.764 2.420
O 0.151 -0.817 -3.661
H 0.099 -0.368 -2.831
H -0.746 -1.203 -3.940
O 1.490 0.324 -0.960
H 2.014 0.101 -0.133
H 2.182 0.247 -1.613
O -1.035 -1.017 -1.399
H -1.392 -0.470 -0.782
H -1.023 -1.792 -0.891
O 2.596 -1.227 -2.801
H 2.775 -1.058 -3.723
H 1.611 -1.198 -2.748
*
```

=====

Entry b
DFT (ωB97M-V/def2-TZVPD) results for a 5-piece molecular cluster, C3H14O5 overall.

Properties
**Lowest unoccupied orbital energy**: 0.3 eV
**HOMO-LUMO gap**: 9.797 eV
**E_HOMO**: -9.5 eV
**SMILES**: C=CCO.O.O.O.O

The geometry in ORCA input format:
```
! wB97M-V def2-TZVPD RIJCOSX def2/J DEFGRID3
* xyz 0 1
C 1.796 -1.860 -1.499
C 1.642 -1.600 -0.169
C 1.943 -0.314 0.419
O 0.808 0.410 0.955
H 1.332 -2.814 -1.918
H 2.211 -1.088 -2.195
H 1.084 -2.339 0.498
H 2.636 0.324 -0.156
H 2.633 -0.523 1.311
H 0.150 1.059 0.186
O -1.953 3.650 -0.586
H -2.869 3.893 -0.356
H -1.723 4.163 -1.402
O -2.073 -1.408 -0.237
H -1.715 -1.186 0.658
H -1.726 -2.281 -0.494
O -0.558 1.477 -0.895
H -1.033 0.656 -0.668
H -0.826 2.247 -0.459
O -0.754 -0.930 2.172
H -0.942 -1.090 3.104
H -0.065 -0.447 1.730
*
```

=====

Least stable: entry b

=====

Entry a
DFT (ωB97M-V/def2-TZVPD) results for one molecule with the formula C3H5N3S2.

Properties
**Lowest unoccupied orbital energy**: -0.4 eV
**HOMO-LUMO gap**: 7.761 eV
**E_HOMO**: -8.2 eV
**SMILES**: S=c1nc(CS)[nH][nH]1

The geometry in ORCA input format:
```
! wB97M-V def2-TZVPD RIJCOSX def2/J DEFGRID3
* xyz 0 1
S 2.299 2.003 -2.203
C 1.339 1.232 -1.114
N 0.981 -0.086 -1.149
C 0.309 -0.245 0.005
C -0.378 -1.518 0.489
S -2.129 -1.838 0.035
N 0.206 0.943 0.743
N 0.749 1.949 -0.140
H 0.169 -2.343 0.006
H -0.247 -1.550 1.506
H -2.772 -2.480 1.128
H -0.792 1.169 1.059
H 0.266 2.762 -0.365
*
```

=====

Entry b
DFT (ωB97M-V/def2-TZVPD) results for C3H5N3S2 as an isolated structure.

Properties
**Lowest unoccupied orbital energy**: -0.1 eV
**HOMO-LUMO gap**: 8.692 eV
**E_HOMO**: -8.8 eV

The geometry in ORCA input format:
```
! wB97M-V def2-TZVPD RIJCOSX def2/J DEFGRID3
* xyz 0 1
C -2.582 -0.317 0.061
C -1.088 -0.285 -0.133
C 2.078 -0.003 -0.307
H -2.722 -1.365 -0.053
H -3.232 0.443 -0.430
H -2.844 -0.124 1.221
H 3.716 0.618 0.781
H 1.974 1.903 0.438
N -0.573 -1.395 -0.029
N 3.270 -0.202 0.186
N 1.285 1.059 -0.253
S 0.996 -1.537 -0.750
S -0.278 1.205 -0.731
*
```

=====

Entry c
DFT (ωB97M-V/def2-TZVPD) results for one molecule with the formula C3H5N3S2.

Properties
**Lowest unoccupied orbital energy**: -0.1 eV
**HOMO-LUMO gap**: 8.832 eV
**E_HOMO**: -9.0 eV
**SMILES**: [H]/N=C1\NSC(C)=NS1

The geometry in ORCA input format:
```
! wB97M-V def2-TZVPD RIJCOSX def2/J DEFGRID3
* xyz 0 1
H -3.675 -0.919 0.175
N -3.391 0.025 0.272
C -2.117 0.006 -0.085
N -1.228 -1.025 -0.101
S 0.353 -0.998 -0.723
C 1.005 0.448 0.124
C 2.469 0.360 0.143
N 0.407 1.599 0.042
S -1.222 1.581 -0.662
H -1.400 -2.102 0.375
H 2.789 1.323 0.552
H 2.824 0.112 -0.995
H 3.186 -0.410 0.883
*
```

=====

Least stable: entry b

=====

Entry a
DFT (ωB97M-V/def2-TZVPD) results for a 2-piece molecular cluster, C4H12NO3 overall.

Properties
**Lowest unoccupied orbital energy**: -3.6 eV
**HOMO-LUMO gap**: 11.059 eV
**E_HOMO**: -14.7 eV

The geometry in ORCA input format:
```
! wB97M-V def2-TZVPD RIJCOSX def2/J DEFGRID3
* xyz 1 1
C 0.907 -2.210 1.485
C 0.440 -1.505 0.160
C 0.963 -0.026 -0.291
C 0.257 0.760 -1.299
O -1.107 0.651 -1.246
O 0.796 1.323 -2.196
N -1.088 -1.358 0.231
H 1.115 -1.555 2.203
H 0.286 -3.030 1.724
H 1.763 -2.745 1.136
H 0.646 -2.170 -0.829
H 1.235 0.572 0.678
H 1.988 -0.346 -0.890
H -1.598 1.004 -2.006
H -1.572 -1.733 -0.644
H -1.527 -1.974 0.972
H -1.385 -0.471 0.491
H -1.354 2.268 2.617
H -0.587 3.059 1.616
O -0.539 2.340 2.314
*
```

=====

Entry b
DFT (ωB97M-V/def2-TZVPD) results for a 2-piece molecular cluster, C4H12NO3 overall.

Properties
**Lowest unoccupied orbital energy**: -3.7 eV
**HOMO-LUMO gap**: 10.781 eV
**E_HOMO**: -14.5 eV

The geometry in ORCA input format:
```
! wB97M-V def2-TZVPD RIJCOSX def2/J DEFGRID3
* xyz 1 1
O -0.230 -0.637 2.787
C 0.551 -0.111 2.059
C -0.116 0.165 0.587
C 0.150 -1.241 -0.184
C 1.636 -1.364 -0.730
O -0.577 -1.072 -1.348
N -1.538 0.412 0.741
H 1.628 -0.032 1.948
H 0.348 1.102 0.097
H -0.073 -2.158 0.390
H 1.584 -1.009 -1.702
H 2.191 -0.632 -0.199
H 2.116 -2.337 -0.590
H -0.474 -1.781 -2.072
H -1.759 1.333 0.340
H -1.734 0.325 1.710
H -2.137 -0.201 0.278
H -0.002 3.375 -0.893
H -0.744 2.795 -2.087
O -0.820 3.066 -1.131
*
```

=====

Entry c
DFT (ωB97M-V/def2-TZVPD) results for a 4-piece molecular cluster, C4H12NO3 overall.

Properties
**Lowest unoccupied orbital energy**: -9.1 eV
**HOMO-LUMO gap**: 4.512 eV
**E_HOMO**: -13.6 eV

The geometry in ORCA input format:
```
! wB97M-V def2-TZVPD RIJCOSX def2/J DEFGRID3
* xyz 1 1
C -0.906 2.943 1.113
C -0.744 1.762 0.418
C -1.617 0.693 0.352
C -1.067 -0.565 -0.315
O 0.685 -2.828 0.650
O -1.589 -1.793 0.121
N 2.127 -0.678 0.000
H -0.140 3.708 1.031
H 1.617 -1.501 0.095
H -1.794 3.025 1.751
H 0.209 1.804 -0.119
H -2.590 0.724 0.869
H -1.110 -0.438 -1.372
H 0.718 -3.706 1.053
H -0.823 -2.276 0.375
H 1.687 -0.022 -0.575
H 3.105 -0.891 -0.396
H 0.005 -0.550 -0.166
H 1.192 0.470 -2.868
O 1.035 0.117 -2.014
*
```

=====

Least stable: entry c

=====

Entry a
DFT (ωB97M-V/def2-TZVPD) results for a 2-piece molecular cluster, CH3Cl2P overall.

Properties
**Lowest unoccupied orbital energy**: -0.3 eV
**HOMO-LUMO gap**: 9.043 eV
**E_HOMO**: -9.4 eV
**SMILES**: [H]/P=C\Cl.Cl

The geometry in ORCA input format:
```
! wB97M-V def2-TZVPD RIJCOSX def2/J DEFGRID3
* xyz 0 1
H 1.896 1.286 0.518
P 1.892 0.431 -0.615
C 1.058 -0.900 -0.075
Cl 0.033 -1.075 1.331
H 1.198 -1.926 -0.332
Cl -2.749 1.412 0.028
H -3.328 0.772 -0.855
*
```

=====

Entry b
DFT (ωB97M-V/def2-TZVPD) results for one molecule with the formula CH3Cl2P.

Properties
**Lowest unoccupied orbital energy**: 0.5 eV
**HOMO-LUMO gap**: 10.583 eV
**E_HOMO**: -10.1 eV
**SMILES**: PC(Cl)Cl

The geometry in ORCA input format:
```
! wB97M-V def2-TZVPD RIJCOSX def2/J DEFGRID3
* xyz 0 1
P 1.083 -0.791 -0.218
C -0.491 0.008 0.422
Cl -1.784 -0.989 -0.049
Cl -0.787 1.750 -0.115
H 1.765 0.543 0.016
H 0.548 -0.748 -1.496
H -0.334 0.228 1.440
*
```

=====

Least stable: entry a